No. 1
Computed, not measured: a single C19H25ClN4O2S molecule at a distorted geometry, with ωB97M-V with the def2-TZVPD basis set.

* orbital gap: 8.398 eV
* relative energy (zero: lowest compared OMol25 entry of this formula, charge and spin): 193.0 kJ/mol

Geometry (Å):
C -2.42 -0.97 -2.33
C -2.76 -1.79 -1.09
N -3.44 -0.99 -0.09
C -4.84 -1.25 0.17
C -5.74 -0.76 -0.95
S -2.49 -0.33 1.10
O -1.40 -1.21 1.42
O -3.34 0.08 2.18
C -1.93 1.21 0.34
C -3.01 2.01 0.00
N -2.92 3.26 -0.41
C -1.70 3.79 -0.44
C -0.56 3.09 -0.12
C -0.63 1.74 0.26
N 0.50 1.03 0.56
C 1.71 1.71 0.99
C 2.43 0.78 1.98
N 2.77 -0.48 1.37
C 3.96 -0.66 0.69
C 4.34 -1.93 0.25
C 5.55 -2.14 -0.37
C 6.45 -1.10 -0.58
C 6.08 0.15 -0.13
Cl 7.17 1.49 -0.36
C 4.87 0.39 0.49
C 1.56 -1.15 0.92
C 0.80 -0.24 -0.05
H -1.88 -1.59 -3.05
H -1.79 -0.12 -2.07
H -3.32 -0.60 -2.80
H -3.39 -2.64 -1.36
H -1.84 -2.18 -0.63
H -5.07 -0.73 1.10
H -5.00 -2.33 0.34
H -6.78 -0.90 -0.66
H -5.57 0.29 -1.15
H -5.56 -1.32 -1.87
H -4.00 1.60 0.09
H -1.65 4.82 -0.76
H 0.40 3.58 -0.20
H 1.44 2.64 1.51
H 2.36 1.94 0.14
H 3.33 1.26 2.38
H 1.75 0.57 2.81
H 3.69 -2.78 0.42
H 5.81 -3.14 -0.70
H 7.39 -1.26 -1.06
H 4.65 1.40 0.80
H 1.79 -2.09 0.43
H 0.92 -1.35 1.78
H -0.12 -0.73 -0.35
H 1.43 -0.07 -0.95

***

No. 2
Computed, not measured: a single C19H25F2N3O3 molecule, with ωB97M-V with the def2-TZVPD basis set.

* orbital gap: 9.408 eV
* relative energy (zero: lowest compared OMol25 entry of this formula, charge and spin): 13.1 kJ/mol

Geometry (Å):
C -1.19 -2.49 -0.99
N -1.82 -1.50 -0.15
C -1.13 -0.71 0.69
O -1.66 0.17 1.36
C 0.38 -0.92 0.80
C 1.17 0.15 -0.02
C 0.26 0.76 -1.09
O -0.06 0.14 -2.08
N -0.17 2.02 -0.88
C 0.17 2.89 0.22
C 0.78 2.06 1.36
N 1.77 1.12 0.88
C 2.96 1.73 0.31
C 4.09 0.74 0.27
C 4.29 -0.12 1.34
C 5.33 -1.03 1.33
C 6.19 -1.08 0.24
F 7.20 -1.96 0.23
C 5.99 -0.22 -0.83
F 6.82 -0.26 -1.89
C 4.95 0.69 -0.82
C -3.24 -1.22 -0.38
C -4.10 -1.35 0.88
C -5.56 -1.08 0.50
O -5.73 0.18 -0.08
C -4.97 0.34 -1.25
C -3.47 0.16 -0.99
H -0.45 -2.03 -1.65
H -1.94 -2.97 -1.61
H -0.71 -3.27 -0.39
H 0.65 -0.79 1.84
H 0.67 -1.91 0.48
H 1.98 -0.36 -0.54
H -0.77 2.39 -1.60
H 0.87 3.66 -0.12
H -0.74 3.39 0.57
H -0.02 1.49 1.83
H 1.23 2.72 2.10
H 2.79 2.14 -0.70
H 3.24 2.56 0.97
H 3.62 -0.08 2.18
H 5.50 -1.71 2.15
H 4.82 1.34 -1.67
H -3.59 -1.97 -1.11
H -4.00 -2.35 1.31
H -3.77 -0.62 1.61
H -6.19 -1.09 1.39
H -5.91 -1.87 -0.20
H -5.18 1.35 -1.62
H -5.29 -0.39 -2.01
H -2.90 0.27 -1.91
H -3.14 0.92 -0.27

***

No. 3
Computed, not measured: a molecular structure, C19H25N2O2P2Pd, with ωB97M-V with the def2-TZVPD basis set.

* orbital gap: 9.032 eV
* relative energy (zero: lowest compared OMol25 entry of this formula, charge and spin): 0.0 kJ/mol
* total charge: +1

Geometry (Å):
Pd 0.40 0.29 0.30
C 2.16 2.86 -0.60
P 0.55 2.11 -0.92
C -0.66 3.43 -0.68
C 0.51 1.68 -2.69
C 0.81 2.58 -3.70
C 0.76 2.16 -5.02
C 0.41 0.85 -5.33
C 0.10 -0.05 -4.32
C 0.16 0.36 -3.00
P -0.31 -0.66 -1.57
C 0.13 -2.38 -1.89
C -2.12 -0.64 -1.55
H 2.24 3.83 -1.10
H 2.95 2.20 -0.96
H 2.26 3.00 0.48
H -0.51 4.23 -1.40
H -0.55 3.82 0.34
H -1.67 3.03 -0.77
H 1.08 3.60 -3.47
H 1.00 2.85 -5.82
H 0.37 0.53 -6.37
H -0.19 -1.06 -4.58
H -0.40 -2.76 -2.77
H -0.16 -2.97 -1.02
H 1.20 -2.47 -2.05
H -2.51 -0.94 -2.53
H -2.47 0.36 -1.30
H -2.47 -1.33 -0.79
C -0.43 2.46 3.78
C -0.40 1.73 2.46
O 0.78 1.36 2.05
O -1.43 1.50 1.83
H 0.49 3.02 3.94
H -0.51 1.72 4.58
H -1.29 3.11 3.83
N 1.95 -2.98 2.46
C 1.93 -1.99 1.55
N 0.73 -1.51 1.36
C -0.11 -2.22 2.21
C -1.48 -2.09 2.44
C -2.05 -2.94 3.36
C -1.28 -3.90 4.04
C 0.08 -4.03 3.84
C 0.65 -3.16 2.91
H 2.76 -3.49 2.76
H 2.82 -1.64 1.05
H -2.05 -1.32 1.93
H -3.11 -2.87 3.57
H -1.77 -4.54 4.76
H 0.66 -4.76 4.38

***

No. 4
Computed, not measured: a single C19H25N3O3S molecule at a distorted geometry, with ωB97M-V with the def2-TZVPD basis set.

* orbital gap: 8.790 eV
* relative energy (zero: lowest compared OMol25 entry of this formula, charge and spin): 215.8 kJ/mol

Geometry (Å):
C -0.48 -5.57 -0.47
C 0.69 -4.94 0.28
C 1.84 -5.94 0.40
C 0.28 -4.46 1.68
C -0.80 -3.38 1.68
N -0.40 -2.21 0.93
C -1.00 -1.85 -0.23
O -1.96 -2.46 -0.69
C -0.41 -0.66 -0.86
C 0.45 0.28 -0.31
C 0.69 1.25 -1.29
S 1.71 2.68 -1.11
O 3.05 2.28 -0.80
O 1.49 3.53 -2.24
N 1.09 3.35 0.29
C 1.99 3.83 1.34
C 1.24 4.94 2.09
C -0.04 5.08 1.30
C -1.10 5.94 1.48
C -2.17 5.87 0.60
C -2.17 4.94 -0.43
C -1.11 4.06 -0.61
C -0.05 4.15 0.27
C -0.02 0.88 -2.41
N -0.68 -0.26 -2.15
C -1.48 -0.96 -3.12
H -1.25 -4.83 -0.68
H -0.14 -5.99 -1.41
H -0.92 -6.37 0.12
H 1.04 -4.07 -0.30
H 2.69 -5.49 0.91
H 2.17 -6.26 -0.59
H 1.52 -6.81 0.95
H 1.17 -4.07 2.19
H -0.09 -5.31 2.26
H -1.72 -3.75 1.22
H -1.02 -3.08 2.71
H 0.43 -1.73 1.22
H 0.84 0.31 0.69
H 2.92 4.19 0.88
H 2.25 2.98 1.99
H 1.03 4.65 3.12
H 1.80 5.87 2.11
H -1.09 6.67 2.28
H -3.01 6.54 0.72
H -3.01 4.90 -1.11
H -1.11 3.35 -1.42
H -0.07 1.37 -3.36
H -2.11 -1.69 -2.60
H -2.11 -0.25 -3.65
H -0.85 -1.48 -3.83

***

Number 1: electronic energy -53521.04808 eV, LUMO level 0.53 eV. Number 2: electronic energy -36156.94476 eV, LUMO level 0.65 eV. Number 3: electronic energy -49239.67584 eV, LUMO level -2.48 eV. Number 4: electronic energy -41557.18358 eV, LUMO level 0.59 eV.